The following is a quantum chemistry calculation of a molecular structure, H31O16 in a non-equilibrium geometry, from the OMol25 dataset.

Summary:
* relative energy (zero: lowest compared OMol25 entry of this formula, charge and spin): 577.8 kJ/mol
* net charge: -1
* E_HOMO: -7.153 eV
* LUMO level: 2.47 eV
* energy: -33261.8406 eV
* gap between HOMO and LUMO: 9.62 eV
* strongest force on any atom: 0.204 hartree/bohr

Cartesian coordinates (Å):
O: 1.945 0.063 1.587
H: 2.272 -1.138 1.259
H: -2.409 2.087 3.176
O: 0.299 0.614 -5.233
H: 0.347 0.181 -4.443
H: 1.039 -0.284 1.767
O: -0.367 -0.087 3.493
H: -0.091 0.049 4.278
H: 0.335 -0.496 2.887
O: 0.935 -2.719 -0.958
H: 0.799 -1.972 -1.354
H: 1.525 -2.315 -0.250
O: -4.179 -0.191 0.289
H: -3.582 -0.809 -0.097
H: 0.374 -4.324 -1.467
O: -1.190 1.395 1.156
H: -1.938 1.030 0.858
H: -0.595 0.785 0.746
O: -2.975 3.094 -0.261
H: -2.639 3.161 0.719
H: -2.898 2.202 -0.723
O: -1.606 -1.498 0.224
H: -0.952 -2.230 0.010
H: -1.539 -1.262 1.154
O: -2.200 4.356 -2.222
H: -2.702 5.244 -2.293
O: 3.335 2.589 -3.032
H: 3.399 2.132 -2.225
H: 3.534 3.429 -2.696
O: -2.636 1.752 4.056
H: -1.791 1.286 4.307
H: -4.971 -0.249 -0.292
O: -0.497 -4.887 -1.403
H: 1.434 0.023 -0.476
H: -0.294 -5.753 -1.808
O: 3.378 2.096 0.291
H: 2.890 2.746 0.809
H: 3.133 1.196 0.716
O: 2.639 -2.131 0.681
H: 1.991 -3.864 2.161
H: 3.526 -1.972 0.647
O: 2.574 -4.603 1.885
H: 2.511 -4.328 0.980
H: -2.627 4.333 -1.373
O: 0.509 0.008 -0.772
H: -0.165 1.454 -4.993
H: 0.357 0.863 -0.233

The following is a quantum chemistry calculation of 5 unconnected molecules or ions with the total composition C31H44BrCl2NO14S3 in a non-equilibrium geometry, from the OMol25 dataset.

Summary:
* E_HOMO: -8.199 eV
* LUMO level: -0.15 eV
* energy: -190607.0867 eV
* structure (SMILES): C/C(Cl)=C(\Cl)[C@@]1(CC(=O)Br)OS(=O)(=O)O[C@@H]1CCCSC(=S)N1CCOCC1.O=C1CCCO1.O=C1CCCO1.O=C1CCCO1.O=C1CCCO1
* gap between HOMO and LUMO: 8.05 eV
* strongest force on any atom: 0.065 hartree/bohr

Cartesian coordinates (Å):
C: 1.911 3.531 -1.108
C: 1.325 2.330 -1.789
Cl: 1.643 2.259 -3.535
C: 0.611 1.392 -1.225
Cl: 0.296 1.532 0.502
C: -0.032 0.169 -1.935
C: 0.862 -0.780 -2.733
C: 1.843 -1.571 -1.883
O: 1.840 -1.675 -0.743
Br: 3.251 -2.539 -2.891
O: -0.715 -0.545 -0.876
S: -2.066 -1.185 -1.466
O: -1.916 -2.293 -2.353
O: -2.892 -1.551 -0.382
O: -2.504 0.115 -2.304
C: -1.266 0.778 -2.738
C: -1.293 0.608 -4.271
C: -2.679 1.072 -4.837
C: -3.100 2.484 -4.351
S: -4.571 2.488 -3.251
C: -4.133 3.502 -1.844
S: -3.094 4.751 -2.059
N: -4.666 3.304 -0.555
C: -4.044 2.180 0.169
C: -4.924 0.913 0.301
O: -6.298 1.193 0.582
C: -6.772 1.900 -0.571
C: -6.136 3.291 -0.526
H: 1.525 4.472 -1.525
H: 1.749 3.535 -0.028
H: 3.000 3.553 -1.267
H: 1.426 -0.303 -3.539
H: 0.200 -1.515 -3.223
H: -1.412 1.801 -2.374
H: -1.186 -0.452 -4.540
H: -0.535 1.198 -4.797
H: -2.557 1.143 -5.930
H: -3.458 0.315 -4.687
H: -2.274 3.047 -3.899
H: -3.400 3.062 -5.235
H: -3.147 1.876 -0.398
H: -3.660 2.467 1.160
H: -4.892 0.320 -0.626
H: -4.542 0.318 1.138
H: -7.864 1.949 -0.448
H: -6.569 1.342 -1.500
H: -6.491 3.842 -1.415
H: -6.532 3.845 0.336
O: 3.452 1.907 1.588
C: 4.091 0.926 1.843
C: 3.903 -0.447 1.240
C: 4.688 -1.331 2.198
C: 5.756 -0.383 2.708
O: 5.136 0.918 2.708
H: 4.330 -0.454 0.235
H: 2.851 -0.715 1.207
H: 5.095 -2.228 1.738
H: 4.042 -1.640 3.024
H: 6.631 -0.351 2.054
H: 6.082 -0.630 3.716
O: 6.597 -4.096 2.395
C: 5.768 -4.960 2.352
C: 5.279 -5.682 1.112
C: 3.998 -6.342 1.606
C: 4.297 -6.553 3.079
O: 5.155 -5.460 3.454
H: 6.029 -6.416 0.813
H: 5.090 -4.980 0.303
H: 3.744 -7.262 1.083
H: 3.161 -5.650 1.494
H: 4.828 -7.491 3.264
H: 3.394 -6.534 3.686
O: -6.289 6.215 -3.317
C: -6.024 7.368 -3.489
C: -4.709 7.923 -3.994
C: -4.822 9.398 -3.631
C: -6.322 9.628 -3.684
O: -6.910 8.378 -3.286
H: -4.654 7.771 -5.074
H: -3.869 7.443 -3.499
H: -4.262 10.060 -4.290
H: -4.459 9.554 -2.613
H: -6.671 9.870 -4.691
H: -6.645 10.412 -3.002
O: 2.119 -7.681 5.920
C: 3.115 -7.768 6.578
C: 4.096 -6.652 6.853
C: 5.310 -7.410 7.373
C: 4.673 -8.633 8.010
O: 3.497 -8.897 7.225
H: 3.677 -5.987 7.610
H: 4.326 -6.100 5.944
H: 5.928 -6.837 8.063
H: 5.940 -7.715 6.534
H: 4.367 -8.453 9.043
H: 5.328 -9.502 7.984

The following is a quantum chemistry calculation of a molecular structure, B2CsF8 in a non-equilibrium geometry, from the OMol25 dataset.

Summary:
* relative energy (zero: lowest compared OMol25 entry of this formula, charge and spin): 245.1 kJ/mol
* net charge: -1
* E_HOMO: -7.759 eV
* LUMO level: 0.58 eV
* energy: -23655.5327 eV
* gap between HOMO and LUMO: 8.34 eV
* strongest force on any atom: 0.051 hartree/bohr

Cartesian coordinates (Å):
Cs: -20.743 -16.454 5.427
B: -16.237 -17.662 2.045
F: -16.522 -17.075 3.290
F: -16.188 -16.654 1.048
F: -15.037 -18.307 2.016
F: -17.157 -18.715 1.752
B: -20.676 -20.344 8.268
F: -19.455 -20.288 7.671
F: -21.615 -20.638 7.304
F: -20.682 -21.200 9.345
F: -20.796 -19.042 8.756

The following is a quantum chemistry calculation of a molecular structure, C5H3Br3O2 in a non-equilibrium geometry, from the OMol25 dataset.

Summary:
* relative energy (zero: lowest compared OMol25 entry of this formula, charge and spin): 241.8 kJ/mol
* E_HOMO (alpha / beta): -8.356 / -8.506 eV
* LUMO level (alpha / beta): -0.94 / -1.39 eV
* energy: -219452.3174 eV
* gap between HOMO and LUMO (alpha / beta): 7.42 / 7.11 eV
* strongest force on any atom: 0.065 hartree/bohr

Cartesian coordinates (Å):
C: 0.441 0.276 -2.469
C: 0.345 -0.395 -1.257
C: 1.759 0.019 -2.947
C: 1.606 -1.001 -1.016
C: 2.157 0.886 0.512
O: 2.131 0.269 -4.073
O: 2.416 -0.848 -2.044
Br: 1.933 -2.359 0.221
Br: 0.850 2.102 1.079
Br: 3.530 1.532 -0.600
H: -0.248 1.125 -2.900
H: -0.503 -0.366 -0.552
H: 2.651 0.098 1.046